Entry from the OMol25 dataset: C32H46As2F6GeI2N3O8PS2V as an isolated structure (ωB97M-V with the def2-TZVPD basis set).

Each line ends with the Löwdin charge.
Element x y z (Å)
V1 0.7366 0.7016 0.1315  0.449
I1 5.4777 -5.1698 4.1789  0.726
C1 3.6361 -4.2262 3.8651  -0.773
C2 2.8244 -3.9067 4.9455  -0.272
C3 1.6086 -3.3018 4.7137  -0.638
I2 0.3452 -2.8752 6.3251  0.819
C4 1.1029 -2.9665 3.4105  -0.490
O1 -0.0426 -2.4930 3.2175  -0.179
C5 2.0147 -3.2839 2.3345  -0.151
C6 1.6099 -2.9700 0.9207  -0.170
N1 1.8788 -1.5864 0.4757  -0.044
C7 3.3170 -1.4017 0.4188  -0.166
C8 3.7658 0.0149 0.2481  -0.242
C9 5.1139 0.3531 0.3362  -0.020
C10 5.4866 1.6785 0.2415  -0.068
C11 4.5072 2.6451 0.0433  -0.045
C12 3.2009 2.2229 -0.0832  -0.110
N2 2.8405 0.9385 0.0280  0.031
C13 3.2180 -3.9189 2.5743  -0.163
H1 3.1327 -4.1377 5.9565  0.066
H2 0.5534 -3.1509 0.7735  0.046
H3 2.1521 -3.6633 0.2561  0.119
H4 1.4782 -1.5418 -0.4723  0.030
H5 3.7882 -2.0209 -0.3649  0.132
H6 3.7414 -1.7469 1.3654  0.122
H7 5.8428 -0.4288 0.5088  0.115
H8 6.5288 1.9594 0.3338  0.100
H9 4.7369 3.6995 -0.0125  0.105
H10 2.3844 2.9175 -0.2337  0.065
H11 3.8493 -4.1768 1.7293  0.090
C14 -3.0893 2.2391 -0.7216  -0.263
As1 -2.2978 0.6290 0.0453  1.214
C15 -4.3297 1.0603 1.9231  -0.190
C16 -3.5431 -0.7074 -0.6634  -0.395
C17 -4.5051 -0.4023 -1.6215  -0.126
C18 -5.3411 -1.3904 -2.1219  -0.108
C19 -5.2165 -2.6930 -1.6607  -0.104
C20 -4.2644 -2.9988 -0.6973  -0.112
C21 -3.4200 -2.0179 -0.1827  -0.394
As2 -1.9641 -2.3364 1.1252  1.192
C22 -1.7687 -4.2700 0.8501  -0.309
C23 -3.0498 -2.4712 2.7479  -0.283
H12 -4.1479 2.3322 -0.4782  0.025
H13 -2.9528 2.1985 -1.8024  0.028
H14 -2.5367 3.0950 -0.3299  0.010
H15 -5.0060 0.5578 1.2189  0.074
H16 -4.4740 2.1433 1.8419  0.072
H17 -4.6007 0.7543 2.9365  0.081
H18 -4.5993 0.6096 -1.9979  0.088
H19 -6.0803 -1.1443 -2.8755  0.092
H20 -5.8578 -3.4739 -2.0543  0.090
H21 -4.1741 -4.0225 -0.3517  0.081
H22 -2.7068 -4.8055 1.0078  0.008
H23 -1.0409 -4.6228 1.5812  0.020
H24 -1.3915 -4.4597 -0.1554  0.024
H25 -3.9405 -3.0792 2.5811  0.018
H26 -3.3227 -1.4694 3.0689  0.001
H27 -2.4060 -2.9135 3.5075  0.010
C24 0.8275 -2.9292 -3.0075  -0.293
O2 0.4436 -2.0244 -2.0340  -0.464
P1 0.2892 0.0599 -2.1029  0.675
O3 -1.1515 -0.0142 -2.9012  -0.345
C25 -1.6886 -1.1906 -3.4853  -0.143
O4 1.3852 0.0438 -3.3361  -0.352
C26 2.6945 -0.4047 -3.0683  -0.157
H28 1.1765 -2.4447 -3.9367  0.059
H29 0.0080 -3.6102 -3.3058  0.060
H30 1.6563 -3.5761 -2.6644  0.063
H31 -2.6600 -0.9104 -3.8962  0.077
H32 -1.8146 -1.9868 -2.7515  0.071
H33 -1.0486 -1.5483 -4.2939  0.075
H34 3.1355 -0.7388 -4.0105  0.088
H35 2.6923 -1.2383 -2.3617  0.061
H36 3.3090 0.4086 -2.6648  0.073
C27 1.8419 4.7474 -2.0946  -0.229
Ge1 0.8662 3.2199 -2.9010  0.739
C28 -0.7408 4.0440 -3.7112  -0.233
C29 2.0177 2.7320 -4.4266  -0.231
C30 0.2901 1.8495 -1.6862  -0.526
H37 1.7780 5.6011 -2.7759  0.006
H38 2.8995 4.5076 -1.9607  -0.003
H39 1.4244 5.0325 -1.1284  -0.003
H40 -0.4831 4.7916 -4.4660  0.000
H41 -1.3422 4.5264 -2.9371  0.004
H42 -1.3475 3.2644 -4.1771  0.007
H43 2.2231 3.6359 -5.0079  0.006
H44 1.5376 1.9895 -5.0613  0.010
H45 2.9685 2.3197 -4.0849  0.000
H46 -0.7107 2.2141 -1.4352  -0.070
F1 0.1313 1.6526 5.3162  0.123
C31 -0.8231 1.3805 4.4376  -0.732
F2 -1.7438 2.3496 4.4709  0.102
F3 -1.4245 0.2420 4.8017  0.081
S1 -0.1378 1.0498 2.7027  0.830
O5 1.3314 0.9776 2.8791  -0.461
O6 -2.9858 0.7047 1.7152  -0.517
N3 -0.5008 2.3939 1.8453  -0.451
S2 0.1058 3.8069 2.2344  0.566
O7 0.3937 3.9897 3.6298  -0.278
O8 1.0473 4.2945 1.2630  -0.295
C32 -1.3844 4.8574 1.9305  -0.671
F4 -1.6422 4.9762 0.6221  0.110
F5 -2.4718 4.3588 2.5213  0.121
F6 -1.1751 6.0898 2.4183  0.115

Results
- M: 1337.035 g mol⁻¹
- Multiplicity: 4
- Total energy: -322126.880 eV
- Kohn-Sham gap (alpha / beta): 5.698 / 5.736 eV
- LUMO (alpha / beta): 3.503 / 3.503 eV
- ⟨S²⟩: 3.777
- Total charge: -2